# C7H10N2O2Sn

A structure of composition C7H10N2O2Sn (ωB97M-V/def2-TZVPD, OMol25).

- Relative energy (zero: lowest compared OMol25 entry of this formula, charge and spin): 0.000 eV
- Kohn-Sham gap: 8.00 eV
- Charge: 0

Each line ends with the Löwdin charge.
CARTESIAN COORDINATES (ANGSTROEM)
C (2.13, 0.61, -1.59)  -0.133
C (1.22, 1.60, -2.02)  -0.148
C (0.02, 0.95, -2.45)  -0.226
C (0.22, -0.50, -2.29)  -0.257
C (1.55, -0.67, -1.73)  -0.162
Sn (-0.57, 0.08, -0.22)  1.381
N (0.42, -0.48, 1.57)  -0.205
C (0.17, 0.70, 2.37)  -0.410
C (-0.62, 1.60, 1.37)  -0.217
H (-0.82, 1.40, -2.98)  0.108
H (1.41, 2.67, -2.09)  0.108
H (-0.40, -1.27, -2.74)  0.117
H (2.05, -1.63, -1.61)  0.111
H (3.16, 0.81, -1.30)  0.105
H (-0.05, 2.47, 1.05)  0.038
H (1.09, 1.21, 2.72)  0.102
H (1.30, -0.95, 1.74)  0.034
H (-1.64, 1.83, 1.66)  0.036
H (-0.44, 0.49, 3.27)  0.096
O (-2.69, -2.78, 1.43)  0.022
N (-2.28, -1.68, 1.31)  -0.121
O (-2.02, -1.34, -0.08)  -0.379